[1]
{
  "formula": "C31H51BrCoN2OP2",
  "method": "ωB97M-V/def2-TZVPD",
  "e_homo_ev": [-12.47, -12.45],
  "total_charge": 2,
  "energy_ev": -164232.335,
  "orbital_gap_ev": [7.48, 3.39],
  "spin_multiplicity": 4,
  "elements": ["H", "H", "C", "C", "H", "H", "H", "Co", "H", "H", "C", "C", "H", "C", "H", "H", "C", "H", "C", "C", "H", "H", "H", "C", "H", "H", "H", "N", "C", "C", "H", "C", "C", "H", "H", "H", "H", "C", "P", "H", "H", "H", "H", "C", "H", "H", "C", "H", "H", "H", "H", "C", "C", "C", "C", "H", "C", "Br", "H", "C", "C", "H", "H", "H", "H", "C", "H", "P", "H", "C", "C", "H", "H", "C", "H", "H", "H", "H", "H", "H", "C", "C", "C", "H", "H", "N", "C", "H", "O"],
  "coordinates": [[0.958, -2.879, -3.802], [-4.210, 1.729, -4.839], [-4.499, 3.013, -3.079], [0.172, -2.408, -3.202], [-2.262, -4.278, 1.221], [1.309, -1.627, -1.549], [-5.598, 3.123, -6.357], [-1.119, 0.127, -0.394], [0.621, -3.236, 0.969], [3.891, -2.569, 2.947], [-0.468, -3.080, 0.910], [-5.471, 3.411, -5.306], [3.232, -1.912, 0.752], [1.294, 2.248, -1.467], [-3.049, -0.953, 5.541], [-0.655, 2.547, 3.729], [0.999, 1.385, -2.541], [-2.530, -3.505, -1.343], [-0.296, 0.864, -2.683], [-2.465, -2.416, -1.208], [-1.831, 2.532, -0.112], [-4.200, -2.721, 0.082], [1.019, -3.362, -1.449], [-1.371, 1.345, -1.889], [-0.733, -2.464, 1.786], [6.326, -1.938, -2.537], [4.460, -0.182, -2.138], [-2.179, -0.483, 3.708], [-4.687, 2.617, -4.438], [-3.610, -1.891, -0.337], [1.797, 1.151, -3.238], [0.384, 2.329, -0.408], [-5.930, 4.936, -3.638], [-2.914, -1.024, 3.256], [3.521, -0.271, 1.448], [-0.933, 2.685, 6.132], [5.497, -2.488, 2.205], [0.557, -2.408, -1.736], [-0.778, -2.018, -0.554], [-2.903, 0.663, -3.270], [0.867, 2.208, 4.540], [4.869, -2.290, -3.473], [-1.273, -0.911, 5.575], [3.970, -1.249, 1.222], [7.134, 1.075, -1.381], [5.200, -3.196, -1.997], [0.039, 0.501, 3.559], [-2.916, 1.628, 5.078], [-0.594, 0.321, -3.585], [-3.275, -1.242, 0.494], [-2.514, -1.943, -2.202], [5.521, 0.817, 0.108], [-0.139, 1.805, 4.360], [-2.753, 1.318, -2.402], [5.265, -2.206, -2.458], [7.035, 2.334, -0.148], [-5.184, 4.195, -2.695], [2.906, 3.180, -1.469], [4.906, -1.156, 3.211], [-1.218, -0.017, 2.893], [-1.212, -4.416, 0.927], [-5.115, 4.598, -1.695], [-4.297, -1.297, -0.966], [7.708, 0.755, 0.268], [-0.750, -5.096, 1.656], [-0.837, 1.683, 5.708], [-6.424, 5.879, -3.366], [5.259, -0.977, -0.017], [0.064, -1.388, -3.571], [-2.173, -0.402, 5.174], [-2.215, 1.033, 5.679], [-3.741, 2.680, -1.071], [-2.617, 1.026, 6.695], [-1.014, 2.051, -0.658], [-0.763, -2.940, -3.396], [3.435, -1.509, -1.462], [-1.184, -4.919, -0.049], [0.419, -0.299, 4.222], [5.354, 1.053, 1.176], [0.782, 0.659, 2.762], [-3.646, 2.315, -2.097], [4.606, -1.897, 2.461], [6.929, 1.259, -0.321], [-0.197, 1.120, 6.396], [0.699, 2.712, 0.558], [-6.081, 4.534, -4.903], [4.468, -1.174, -1.656], [4.717, 1.272, -0.494], [-1.364, -0.076, 1.633]]
}

***

[2]
{
  "formula": "C31H51F12NO15S3",
  "method": "ωB97M-V/def2-TZVPD",
  "e_homo_ev": -9.19,
  "energy_ev": -130291.531,
  "smiles": "CCOC(=O)C(F)(F)F.CCOC(=O)C(F)(F)F.CCOC(=O)C(F)(F)F.CCOC(=O)C(F)(F)F.O=S1(=O)CCCC1.O=S1(=O)CCCC1.O=S1(=O)CCCC1.CN(C)C=O",
  "orbital_gap_ev": 9.69,
  "spin_multiplicity": 1,
  "elements": ["H", "C", "H", "H", "C", "F", "O", "C", "O", "C", "H", "F", "C", "F", "C", "C", "O", "H", "H", "C", "C", "H", "O", "H", "O", "F", "F", "F", "F", "O", "H", "N", "O", "S", "F", "H", "H", "C", "C", "H", "H", "C", "O", "C", "H", "H", "H", "H", "H", "C", "H", "H", "H", "F", "O", "F", "O", "H", "H", "H", "H", "O", "H", "H", "C", "F", "H", "C", "C", "H", "H", "H", "H", "H", "H", "O", "F", "H", "S", "C", "H", "H", "H", "H", "C", "C", "H", "H", "O", "O", "H", "C", "C", "H", "C", "H", "C", "C", "C", "C", "H", "C", "H", "C", "C", "O", "S", "H", "H", "H", "C", "H", "H"],
  "coordinates": [[13.570, 9.882, 16.281], [8.662, 18.978, 10.215], [8.002, 10.658, 18.804], [14.381, 11.386, 16.768], [9.189, 17.569, 9.934], [10.040, 12.969, 15.356], [11.175, 18.307, 12.296], [12.670, 19.939, 13.985], [6.797, 12.047, 17.036], [11.653, 13.529, 18.095], [7.065, 12.342, 10.888], [4.170, 11.706, 16.006], [12.908, 15.852, 12.237], [10.309, 6.736, 17.381], [7.276, 11.666, 8.890], [7.191, 18.393, 8.444], [8.235, 13.312, 13.163], [12.212, 14.246, 9.359], [10.919, 20.112, 15.859], [11.881, 15.058, 18.140], [7.049, 11.392, 10.344], [5.985, 17.398, 13.040], [13.341, 17.602, 10.140], [7.339, 13.519, 18.465], [10.782, 12.994, 18.701], [12.136, 15.436, 19.392], [4.569, 13.046, 14.394], [9.403, 8.435, 18.362], [5.583, 11.214, 14.416], [12.470, 12.922, 17.249], [13.388, 19.597, 13.206], [12.634, 15.556, 10.869], [8.918, 7.648, 15.305], [11.071, 19.130, 13.479], [11.306, 8.609, 17.346], [9.304, 16.966, 10.831], [11.276, 11.197, 16.785], [7.739, 11.591, 19.254], [9.545, 10.936, 9.316], [13.371, 16.815, 12.301], [12.538, 16.097, 9.016], [12.307, 11.462, 17.098], [8.172, 9.006, 10.455], [12.849, 16.505, 9.929], [11.377, 17.177, 15.014], [8.519, 11.896, 19.951], [11.384, 18.812, 16.968], [7.978, 7.486, 12.137], [13.358, 20.421, 15.954], [7.002, 17.249, 13.386], [8.685, 12.799, 17.668], [7.103, 18.385, 7.352], [9.889, 18.080, 15.069], [10.967, 14.907, 14.824], [9.971, 20.110, 13.421], [10.818, 15.663, 17.650], [8.242, 15.939, 7.970], [8.713, 9.059, 13.798], [12.488, 20.989, 13.903], [7.682, 17.819, 12.774], [11.957, 15.960, 12.785], [9.199, 10.680, 11.949], [9.521, 19.522, 10.661], [6.603, 12.474, 8.557], [11.484, 19.175, 15.956], [11.214, 13.169, 13.562], [7.494, 20.330, 9.158], [8.266, 8.086, 14.044], [12.896, 19.542, 15.471], [9.516, 10.078, 8.653], [8.895, 19.653, 8.226], [6.207, 18.505, 8.883], [7.967, 6.121, 13.240], [12.920, 13.478, 10.725], [10.072, 17.604, 9.380], [9.015, 9.786, 15.948], [12.964, 15.505, 17.494], [9.533, 6.837, 12.683], [8.544, 10.370, 10.722], [7.284, 15.768, 13.117], [6.845, 11.618, 19.799], [7.207, 15.635, 12.025], [7.203, 8.153, 14.188], [13.452, 15.001, 12.635], [8.743, 12.092, 8.718], [10.959, 18.160, 14.965], [8.959, 12.269, 7.644], [12.377, 11.095, 18.094], [6.897, 16.320, 10.060], [8.681, 15.476, 13.446], [13.628, 18.735, 15.638], [8.068, 19.468, 8.927], [5.161, 12.179, 15.219], [6.160, 10.846, 10.604], [12.196, 14.210, 10.465], [7.890, 18.889, 10.972], [8.511, 7.067, 12.973], [10.318, 13.784, 14.340], [6.311, 12.806, 16.073], [7.678, 12.580, 18.069], [8.908, 13.063, 9.202], [13.486, 10.963, 16.331], [7.030, 17.643, 14.405], [9.269, 8.603, 16.101], [8.916, 14.181, 13.590], [6.500, 13.961, 15.829], [7.848, 16.802, 9.069], [11.191, 13.907, 10.872], [6.644, 15.046, 13.561], [13.522, 11.270, 15.285], [10.103, 8.055, 17.303], [10.592, 11.115, 9.604], [7.034, 10.758, 8.285]]
}

***

[3]
{
  "formula": "C31H51FeN6O5",
  "method": "ωB97M-V/def2-TZVPD",
  "e_homo_ev": [-9.68, -9.68],
  "total_charge": 1,
  "energy_ev": -86535.365,
  "orbital_gap_ev": [7.47, 7.46],
  "spin_multiplicity": 5,
  "elements": ["H", "C", "H", "H", "N", "H", "C", "C", "H", "H", "H", "H", "H", "H", "H", "Fe", "N", "H", "C", "N", "C", "H", "H", "H", "C", "O", "H", "H", "H", "H", "H", "H", "C", "H", "H", "C", "H", "H", "H", "C", "H", "H", "C", "C", "C", "H", "H", "H", "C", "C", "H", "C", "H", "H", "H", "C", "C", "C", "H", "C", "C", "C", "O", "C", "C", "C", "C", "N", "H", "C", "H", "N", "C", "H", "C", "H", "C", "O", "H", "C", "H", "H", "N", "H", "H", "C", "H", "O", "H", "H", "H", "O", "H", "H"],
  "coordinates": [[-0.085, 2.066, 1.553], [1.173, 3.392, 3.440], [-2.535, -0.142, -1.444], [-1.518, -3.136, -4.280], [-0.937, -2.908, -0.887], [-5.203, -0.015, -0.715], [-0.970, -3.490, -2.272], [3.485, -0.638, 3.260], [-2.312, -2.050, -3.192], [-5.176, 1.584, 0.011], [4.484, -1.979, 4.586], [4.276, 5.105, 1.924], [-1.633, -1.167, -5.668], [-1.220, 3.030, -2.520], [1.322, -1.013, -5.143], [-0.344, -0.721, 0.223], [2.273, 1.249, 3.400], [3.955, 1.933, 5.339], [1.478, -2.747, -0.371], [-0.059, -0.531, -2.708], [2.383, -0.859, 2.534], [1.599, -2.201, -3.867], [-0.902, -0.472, -2.135], [-2.108, -0.066, -4.379], [2.258, 5.371, 2.602], [1.520, 0.845, 1.124], [-2.806, 3.160, -1.793], [-0.310, 1.408, -3.448], [2.197, -1.728, 1.929], [-2.078, -2.890, 0.856], [-2.904, -0.462, 2.166], [1.340, 0.800, -3.526], [2.304, 2.639, 3.134], [-2.726, -3.958, -0.383], [4.557, -2.428, 2.881], [3.833, 0.868, 5.152], [0.340, 2.903, 3.932], [0.280, -4.529, -0.105], [5.558, -1.100, 3.494], [3.399, 4.624, 2.338], [-1.090, 3.223, -0.128], [-3.554, -2.018, -1.653], [1.147, 4.749, 3.157], [-1.342, -2.505, -3.405], [0.079, 0.130, 2.970], [0.618, -1.056, -2.071], [1.202, -3.775, -2.552], [4.307, 2.670, 2.385], [4.587, -1.588, 3.572], [0.150, -3.448, -0.051], [-1.915, 1.546, 1.458], [-3.324, 0.494, 0.257], [-1.809, -4.199, -2.273], [-0.654, 0.256, -5.349], [-4.126, 0.800, 2.214], [-0.423, -1.371, -3.909], [-3.193, -1.870, -0.635], [-1.248, -0.525, -4.876], [-0.077, -3.224, 0.997], [-3.748, -0.037, 1.625], [1.548, 0.368, 2.521], [-4.577, 0.862, -0.544], [-0.339, 0.532, 4.026], [0.867, -1.830, -4.582], [3.426, 3.261, 2.596], [-2.243, -2.986, -0.220], [-1.385, 2.234, -0.504], [3.532, 0.666, 3.739], [0.267, 5.330, 3.403], [-1.941, 2.506, -1.895], [3.036, 0.478, 5.791], [-0.142, 1.386, -0.453], [0.445, 0.852, -2.906], [-4.338, 1.305, -1.513], [0.821, 1.499, -1.575], [4.775, 0.374, 5.384], [0.622, 1.843, 0.758], [2.537, -3.306, -0.250], [-4.075, -1.919, -0.001], [-2.427, 1.728, 0.513], [2.245, 6.434, 2.402], [1.159, 2.766, 0.506], [-2.535, -0.543, -0.510], [0.165, -4.623, -3.689], [0.649, -2.629, -5.288], [0.262, -4.313, -2.648], [-2.281, 1.616, -2.433], [-0.640, -0.545, 2.102], [1.729, 1.014, -1.211], [0.344, -5.220, -2.055], [-4.560, -0.761, 1.559], [1.306, -1.492, -0.734], [1.074, 2.548, -1.774], [-3.102, 2.565, 0.710]]
}

***

[4]
{
  "formula": "C31H52CoN2O3P2",
  "method": "ωB97M-V/def2-TZVPD",
  "e_homo_ev": [-9.80, -10.20],
  "total_charge": 1,
  "energy_ev": -98305.736,
  "orbital_gap_ev": [6.34, 5.48],
  "spin_multiplicity": 5,
  "elements": ["H", "H", "H", "H", "H", "H", "H", "H", "H", "H", "H", "H", "C", "H", "H", "H", "H", "C", "H", "H", "H", "C", "H", "H", "H", "O", "C", "O", "C", "N", "H", "C", "C", "C", "P", "C", "H", "C", "C", "C", "N", "C", "H", "H", "H", "H", "H", "H", "H", "H", "H", "C", "C", "H", "H", "H", "C", "C", "C", "O", "H", "C", "C", "H", "H", "C", "P", "H", "H", "C", "H", "C", "H", "C", "H", "H", "H", "C", "C", "H", "C", "H", "H", "H", "C", "C", "H", "C", "C", "H", "Co"],
  "coordinates": [[3.464, 2.511, -1.088], [1.650, -4.377, 0.054], [-1.697, -4.165, 0.748], [-0.063, 2.536, 5.274], [1.523, -2.803, -0.761], [-2.684, -0.516, -3.473], [4.480, -0.569, -2.574], [3.255, -1.844, -2.222], [-0.823, 1.376, -5.412], [-3.871, 4.044, 2.467], [-2.258, -2.315, 4.006], [0.726, -0.832, -5.827], [1.459, 1.664, 2.018], [-1.976, 3.831, 4.377], [-2.735, 2.356, 3.760], [2.305, -1.727, 4.854], [1.507, 1.225, -5.449], [-0.384, 1.662, -4.448], [-1.573, -0.614, -5.677], [-2.079, 1.521, -3.119], [-3.608, -0.085, -1.604], [1.644, -1.029, 4.315], [3.447, -1.181, 1.674], [0.080, -3.824, -0.582], [-1.585, 1.832, 5.853], [0.441, 4.813, 3.364], [-3.336, 3.701, 1.576], [-1.949, 1.038, 1.629], [1.000, -3.498, -0.082], [0.295, 1.068, 1.676], [1.633, 2.369, -4.125], [-0.408, -1.962, 3.023], [3.913, -1.081, -1.785], [3.123, -2.214, 1.876], [2.957, 0.142, -0.789], [-0.574, -2.710, 1.825], [-2.545, -3.447, 2.142], [1.665, -2.266, 2.076], [-1.853, -3.237, 1.315], [0.311, 3.708, 2.848], [1.416, 2.992, 2.460], [1.625, 0.326, -3.480], [-3.342, -2.902, -3.114], [-2.019, -0.644, 3.463], [-2.756, -0.259, -0.039], [0.910, -0.632, 5.024], [3.649, -2.554, 2.782], [-1.720, -3.665, -3.065], [-0.640, 1.146, -2.273], [2.323, 3.394, 2.670], [-1.135, -1.249, 4.890], [0.982, -1.706, 3.190], [-1.508, -1.520, 3.896], [-0.698, 1.032, 4.541], [-2.345, -2.510, 0.648], [-2.796, -3.780, -1.647], [1.608, 0.675, -1.968], [-1.767, 2.834, 3.959], [-3.130, -0.802, -0.924], [2.583, 1.134, 1.953], [3.427, -2.855, 1.040], [0.702, -2.854, 1.214], [4.063, 1.614, -0.888], [2.701, 0.192, -3.697], [1.369, 1.725, -1.739], [1.137, 1.441, -4.438], [-1.726, -1.607, -1.788], [-1.711, 5.026, 2.053], [-3.481, 2.623, 1.453], [-1.585, -0.517, -3.524], [-1.389, 3.960, 0.684], [0.339, -1.416, -4.977], [2.268, -0.197, 3.952], [-1.854, 4.001, 1.679], [-3.745, 4.224, 0.709], [-0.573, 2.741, -4.356], [-1.700, -2.182, -4.888], [-0.885, 1.642, 1.914], [-2.477, -3.130, -2.476], [1.683, -1.876, -3.290], [-0.974, 2.011, 4.959], [4.824, 1.478, -1.670], [4.606, -1.579, -1.090], [4.532, 1.712, 0.101], [-1.144, 0.978, -3.305], [-1.052, 3.042, 2.601], [0.540, -2.471, -5.215], [1.057, -1.082, -3.709], [-1.192, -1.210, -4.838], [-3.868, -1.557, -0.613], [-0.011, -0.291, -2.555]]
}